Record 1
The following is a DFT calculation (ωB97M-V/def2-TZVPD) of 2 unconnected molecules or ions with the total composition C5H16N2.

Geometry as XYZ:
```
23
Properties=species:S:1:pos:R:3:mulliken_charge:R:1
C -0.267 -0.788 -1.678 -1.302
C 0.759 0.120 -2.329 0.578
C 1.193 1.284 -1.427 -1.302
N 1.966 -0.599 -2.791 -0.707
H -1.119 -0.271 -1.230 0.294
H -0.691 -1.482 -2.408 0.386
H 0.206 -1.380 -0.889 0.296
H 0.345 0.570 -3.237 0.264
H 1.758 1.989 -2.028 0.331
H 0.294 1.715 -0.985 0.339
H 1.837 0.924 -0.621 0.291
H 1.681 -1.283 -3.492 0.258
H 2.318 -1.146 -2.014 0.262
C -0.633 0.743 3.286 -1.299
C -0.660 -0.247 2.148 0.360
N -1.965 -0.905 2.003 -0.624
H -0.927 0.270 4.229 0.337
H 0.349 1.187 3.447 0.351
H -1.329 1.581 3.180 0.348
H -0.340 0.243 1.224 -0.139
H 0.045 -1.049 2.376 0.196
H -2.719 -0.265 2.193 0.231
H -2.102 -1.209 1.045 0.250
```

Results
LUMO energy (hartree): 0.03444
Kohn-Sham gap (Ha): 0.3762
Structure (SMILES): CC(C)N.CCN
F_max (eV/Å): 0.9
DFT total energy (a.u.): -309.597151
Energy above the lowest of the compared OMol25 structures with the same formula, charge and spin (eV): 0.330

Record 2
The following is a DFT calculation (ωB97M-V/def2-TZVPD) of 6 unconnected molecules or ions with the total composition C43H68B2N10O15S.

Geometry as XYZ:
```
139
Properties=species:S:1:pos:R:3:mulliken_charge:R:1
C 0.452 6.106 1.221 -0.479
C -0.345 5.832 0.221 -0.452
C -1.288 5.449 -1.017 -0.201
C -2.575 4.591 -0.535 0.862
C -3.757 5.408 0.134 0.291
C -3.661 7.012 0.311 -1.131
N -4.196 7.648 -0.943 -0.532
C -5.019 4.554 0.603 0.959
C -6.209 5.369 1.319 -0.696
O -6.727 6.427 0.455 -0.057
N -7.554 7.197 1.212 -0.009
O -6.959 8.163 1.627 -0.245
C -5.113 2.975 0.382 0.213
C -6.428 2.146 0.867 -1.160
C -6.250 1.855 2.469 0.627
O -5.180 1.326 2.910 -0.499
O -7.314 2.199 3.402 -0.488
C -3.914 2.207 -0.284 0.587
C -2.616 3.003 -0.739 -1.245
N -1.402 2.396 -1.348 1.185
B -1.702 2.190 -2.837 0.221
O -1.640 0.833 -3.369 -0.452
C -2.127 3.385 -3.861 -0.277
C -2.195 2.874 -5.421 -1.079
C -1.053 1.073 -0.759 -0.990
C -2.084 -0.059 -0.355 0.119
C -1.656 -1.476 0.233 -0.542
C -0.119 -1.707 0.438 1.144
C 0.342 -3.126 1.080 -0.863
C 0.582 -4.278 -0.013 0.565
O 0.193 -4.170 -1.213 -0.471
O 1.227 -5.550 0.349 -0.327
C 2.471 -5.701 -0.361 0.526
C 3.890 -5.520 0.431 -0.893
O 2.571 -5.950 -1.611 -0.549
C 0.996 -0.612 0.084 -1.735
N 2.396 -1.008 0.352 0.899
C 3.046 -0.230 1.451 -0.680
C 3.221 -1.143 -0.861 0.439
C 2.786 -2.329 -1.901 -0.662
O 4.204 -0.417 -1.212 -0.593
C 0.497 0.753 -0.507 0.623
B 1.547 1.939 -0.884 1.180
N 1.778 3.052 0.129 -0.522
O 2.217 1.927 -2.193 -0.909
S -3.905 0.354 -0.607 -0.489
H 1.350 6.280 1.922 0.373
H -0.704 4.916 -1.870 0.047
H -1.701 6.427 -1.501 0.156
H -2.561 7.378 0.428 0.308
H -4.235 7.287 1.265 0.392
H -3.445 7.828 -1.628 0.247
H -4.667 8.543 -0.735 0.239
H -5.798 5.828 2.310 0.393
H -7.084 4.669 1.632 0.251
H -6.439 1.120 0.331 0.340
H -7.356 2.785 0.649 0.477
H -8.156 2.065 2.900 0.354
H -2.470 0.390 -3.066 0.310
H -1.414 4.288 -3.807 0.231
H -3.193 3.808 -3.647 0.294
H -1.209 2.412 -5.784 0.256
H -3.013 2.077 -5.542 0.240
H -2.476 3.749 -6.118 0.344
H -2.448 -2.266 0.526 0.209
H -0.491 -3.473 1.826 0.433
H 1.283 -2.910 1.731 0.103
H 4.534 -4.669 -0.036 0.269
H 4.501 -6.493 0.472 0.338
H 3.637 -5.224 1.513 0.315
H 3.402 -0.983 2.246 0.097
H 3.835 0.535 1.124 0.279
H 2.198 0.388 1.963 0.292
H 1.650 -2.279 -2.089 0.250
H 3.289 -2.081 -2.917 0.335
H 3.170 -3.357 -1.570 -0.067
H 1.388 3.898 -0.323 -0.009
H 2.807 3.189 0.155 0.197
H 1.512 1.674 -2.851 0.275
C 5.902 0.092 6.441 -1.297
C 4.991 -0.684 5.530 0.891
O 3.785 -0.766 5.731 -0.646
N 5.541 -1.310 4.452 -0.107
C 6.927 -1.338 4.041 -0.877
H 5.316 0.530 7.250 0.275
H 6.651 -0.572 6.878 0.368
H 6.387 0.900 5.889 0.352
H 4.864 -1.808 3.891 0.156
H 6.993 -0.919 3.034 0.285
H 7.255 -2.379 4.015 0.306
H 7.570 -0.771 4.712 0.322
C 4.839 3.467 -2.522 -0.513
C 5.139 4.906 -2.204 0.703
O 4.267 5.688 -1.841 -0.676
N 6.425 5.338 -2.329 -0.165
C 7.588 4.584 -2.739 -0.804
H 3.773 3.278 -2.374 -0.309
H 5.086 3.253 -3.564 0.420
H 5.401 2.810 -1.854 0.364
H 6.544 6.315 -2.098 0.243
H 8.323 4.623 -1.930 0.270
H 8.010 5.062 -3.626 0.274
H 7.351 3.546 -2.964 0.323
C -4.041 -5.199 -0.231 -1.338
C -4.646 -3.835 -0.424 0.843
O -3.984 -2.878 -0.808 -0.577
N -5.972 -3.678 -0.158 -0.124
C -6.920 -4.669 0.300 -0.928
H -2.979 -5.162 -0.483 0.147
H -4.137 -5.509 0.812 0.401
H -4.527 -5.922 -0.889 0.447
H -6.301 -2.734 -0.312 0.189
H -7.723 -4.739 -0.437 0.310
H -7.337 -4.329 1.251 0.282
H -6.462 -5.648 0.433 0.351
C -2.720 -2.395 4.729 -1.324
C -1.226 -2.570 4.743 0.832
O -0.631 -3.163 3.849 -0.665
N -0.530 -2.047 5.786 -0.131
C -1.035 -1.319 6.929 -0.897
H -3.131 -2.867 3.834 0.209
H -3.163 -2.875 5.605 0.398
H -2.975 -1.333 4.707 0.397
H 0.468 -2.206 5.722 0.189
H -0.564 -0.334 6.942 0.285
H -0.751 -1.862 7.833 0.301
H -2.118 -1.204 6.900 0.347
C 3.440 -7.234 -7.049 -1.154
C 3.997 -8.028 -5.898 0.744
O 4.992 -8.734 -6.015 -0.667
N 3.362 -7.946 -4.697 -0.119
C 2.185 -7.178 -4.352 -0.667
H 4.054 -7.404 -7.935 0.290
H 2.420 -7.557 -7.269 0.327
H 3.459 -6.168 -6.814 0.324
H 3.797 -8.507 -3.976 0.207
H 2.451 -6.494 -3.544 0.261
H 1.420 -7.871 -3.995 0.243
H 1.798 -6.612 -5.197 0.320
```

Results
LUMO energy (hartree): -0.02107
Kohn-Sham gap (Ha): 0.2697
Structure (SMILES): C#CCc1c(CN)c(CON=O)c(CC(=O)O)c2c1N(B(O)CC)c1c(cc(CC(=O)OC(C)=O)c(N(C)C(C)=O)c1B(N)O)S2.CNC(C)=O.CNC(C)=O.CNC(C)=O.CNC(C)=O.CNC(C)=O
F_max (eV/Å): 6.5
DFT total energy (a.u.): -3802.852013

Record 3
The following is a DFT calculation (ωB97M-V/def2-TZVPD) of 2 unconnected molecules or ions with the total composition C5H10O.

Geometry as XYZ:
```
16
Properties=species:S:1:pos:R:3:mulliken_charge:R:1
C -1.705 0.289 0.556 -1.406
C -0.398 -0.486 0.456 0.062
C 0.007 -0.931 -0.974 -0.500
C 0.974 0.273 -1.077 -0.852
C 0.794 0.495 0.431 0.649
O 0.935 1.603 1.116 -0.746
H -1.755 0.823 1.510 0.323
H -1.794 1.033 -0.244 0.319
H -2.560 -0.391 0.483 0.381
H -0.354 -1.258 1.231 0.362
H 0.526 -1.894 -0.992 0.260
H -0.805 -0.956 -1.706 0.326
H 1.986 0.111 -1.455 0.280
H 0.539 1.139 -1.589 0.270
H 1.852 -0.376 0.941 0.122
H 1.760 0.528 1.314 0.150
```

Results
LUMO energy (hartree): 0.02293
Kohn-Sham gap (Ha): 0.3636
F_max (eV/Å): 0.3
DFT total energy (a.u.): -271.582498
Energy above the lowest of the compared OMol25 structures with the same formula, charge and spin (eV): 4.629

Record 4
The following is a DFT calculation (ωB97M-V/def2-TZVPD) of 9 unconnected molecules or ions with the total composition C24H55BBr2ClN20O10S2.

Geometry as XYZ:
```
115
Properties=species:S:1:pos:R:3:mulliken_charge:R:1
C 1.981 -3.719 2.749 -1.569
C 1.984 -3.539 1.238 0.545
Cl 2.874 -4.937 0.544 -0.160
C 0.555 -3.531 0.660 -1.040
C 0.035 -2.204 0.204 0.519
C 0.615 -1.151 -0.428 -0.197
C 2.010 -0.929 -0.938 -0.324
Br 2.615 -2.484 -1.929 -0.030
C 2.182 0.326 -1.807 -0.421
C 2.014 1.623 -0.990 -1.470
Br 1.014 0.296 -3.378 -0.059
N -0.367 -0.203 -0.570 0.553
C -1.526 -0.633 -0.090 -0.593
B -2.819 0.307 -0.157 0.619
O -2.762 1.429 0.601 -0.346
O -3.890 0.035 -0.936 -0.668
N -1.306 -1.858 0.385 0.096
C -2.358 -2.689 0.989 -0.313
C -3.027 -2.049 2.214 -1.417
C -4.437 -1.501 1.921 1.082
S -5.721 -2.674 2.454 -0.103
C -6.877 -2.381 1.149 0.365
S -8.361 -1.830 1.392 -0.269
N -6.343 -2.603 -0.137 0.180
C -6.412 -1.775 -1.237 0.022
C -5.707 -2.407 -2.209 -0.971
N -5.211 -3.612 -1.752 -0.546
C -5.598 -3.700 -0.515 -0.181
H 3.012 -3.773 3.098 0.438
H 1.529 -2.857 3.244 0.357
H 1.494 -4.652 3.027 0.395
H 2.554 -2.648 0.988 0.037
H 0.475 -4.255 -0.152 0.385
H -0.092 -3.882 1.461 0.386
H 2.694 -0.782 -0.101 0.570
H 3.190 0.285 -2.210 0.679
H 2.885 2.260 -1.098 0.484
H 1.824 1.407 0.062 0.289
H 1.184 2.213 -1.375 0.451
H -0.261 0.698 -1.012 0.203
H -3.118 2.217 0.174 0.309
H -3.766 -0.711 -1.538 0.321
H -3.107 -2.898 0.221 0.204
H -1.933 -3.653 1.238 0.461
H -2.396 -1.291 2.681 0.397
H -3.123 -2.839 2.963 0.515
H -4.624 -0.522 2.359 0.398
H -4.561 -1.424 0.844 -0.885
H -6.938 -0.836 -1.226 0.425
H -5.533 -2.067 -3.218 0.494
H -5.401 -4.496 0.184 0.503
C -6.419 1.108 3.632 0.536
O -5.709 0.914 2.642 -0.733
N -6.174 2.088 4.540 -0.302
N -7.506 0.339 3.909 -0.060
H -6.773 2.227 5.337 0.242
H -5.380 2.681 4.395 0.182
H -7.713 -0.383 3.240 -0.024
H -8.063 0.464 4.739 0.139
C 7.006 -1.445 -3.268 0.505
O 8.226 -1.374 -3.237 -0.689
N 6.290 -1.916 -2.193 -0.304
N 6.262 -1.078 -4.340 -0.198
H 5.290 -1.990 -2.188 0.140
H 6.810 -2.200 -1.385 0.168
H 6.741 -0.740 -5.153 0.153
H 5.262 -1.142 -4.381 0.242
C 0.992 5.358 -0.034 0.638
O 1.670 4.422 -0.434 -0.606
N 1.190 6.633 -0.465 -0.417
N -0.014 5.193 0.879 -0.362
H 0.650 7.416 -0.147 0.161
H 1.925 6.785 -1.131 0.224
H -0.172 4.269 1.232 0.191
H -0.574 5.949 1.225 0.173
C 11.532 0.961 -4.813 0.631
O 12.181 1.126 -5.839 -0.774
N 11.452 1.931 -3.853 -0.365
N 10.849 -0.183 -4.548 -0.287
H 10.933 1.822 -3.004 0.168
H 11.952 2.784 -4.022 0.225
H 10.893 -0.912 -5.235 0.192
H 10.297 -0.336 -3.722 0.174
C 3.652 -0.020 -6.912 0.689
O 4.361 -0.749 -6.229 -0.680
N 4.119 0.615 -8.022 -0.404
N 2.344 0.203 -6.595 -0.294
H 3.554 1.213 -8.594 0.161
H 5.077 0.460 -8.274 0.222
H 1.997 -0.267 -5.778 0.095
H 1.735 0.795 -7.127 0.142
C -9.022 1.693 7.683 0.216
O -8.280 1.532 6.715 -0.557
N -8.802 2.651 8.613 -0.340
N -10.109 0.898 7.894 -0.344
H -9.382 2.780 9.421 0.177
H -7.999 3.240 8.493 0.192
H -10.293 0.173 7.226 0.193
H -10.725 1.008 8.678 0.192
C -7.248 -0.229 10.799 0.568
O -7.841 0.689 11.342 -0.632
N -6.402 -1.058 11.480 -0.389
N -7.394 -0.490 9.465 -0.251
H -5.908 -1.818 11.052 0.161
H -6.282 -0.886 12.461 0.234
H -8.015 0.122 8.970 0.329
H -6.929 -1.233 8.980 0.177
C 11.617 2.635 -9.235 0.556
O 12.828 2.731 -9.188 -0.623
N 10.860 2.132 -8.216 -0.247
N 10.906 3.040 -10.345 -0.381
H 9.863 2.067 -8.279 0.116
H 11.324 1.813 -7.369 0.269
H 11.432 3.414 -11.112 0.225
H 9.910 2.975 -10.418 0.144
```

Results
LUMO energy (hartree): -0.11119
Kohn-Sham gap (Ha): 0.2560
F_max (eV/Å): 1.0
DFT total energy (a.u.): -9224.739420
Charge: +1